[1]
The following is a DFT calculation (the ωB97M-V functional and the def2-TZVPD basis) of a gas-phase ion, C2H4Cl3N2 (charge +1) in a non-equilibrium geometry.

## Properties
SMILES: N/C(Cl)=[NH+]/C(Cl)Cl
Net charge: +1
LUMO energy: -4.400 eV
E_HOMO: -15.27 eV
Orbital gap: 10.870 eV
ΔE to the lowest compared entry with this formula, charge and spin: 8.31 kcal/mol

Last columns: bonded neighbours and bond lengths (Å).
Element x y z (Å)
1 Cl -0.005 2.064 -0.221  C9 1.711
2 N -0.632 -0.205 -1.311  H5 1.048, C9 1.317, H10 1.031
3 H 1.551 -1.180 0.317  N8 1.088
4 H 2.692 1.322 0.710  C11 1.026
5 H -0.395 -1.082 -1.833  N2 1.048
6 Cl 1.321 0.972 2.598  C11 1.756
7 Cl 3.468 -0.753 1.462  C11 1.855
8 N 1.212 -0.156 0.174  H3 1.088, C9 1.322, C11 1.527
9 C 0.175 0.378 -0.449  Cl1 1.711, N2 1.317, N8 1.322
10 H -1.431 0.104 -1.884  N2 1.031
11 C 2.180 0.538 1.129  H4 1.026, Cl6 1.756, Cl7 1.855, N8 1.527

---

[2]
The following is a DFT calculation (the ωB97M-V functional and the def2-TZVPD basis) of 22 unconnected molecules or ions with the total composition C62H104N28O30 in a non-equilibrium geometry.

## Properties
LUMO energy: -0.226 eV
E_HOMO: -7.77 eV
Orbital gap: 7.546 eV

Last columns: bonded neighbours and bond lengths (Å).
Element x y z (Å)
1 O -33.454 0.453 -2.554  H32 0.960, C75 1.373
2 H -33.613 -2.450 3.405  N124 1.010
3 H -35.134 0.031 5.748  N36 1.010
4 C -26.485 1.936 5.466  C79 1.381, H99 1.080, C224 1.372
5 H -30.579 1.281 4.706  O89 0.960
6 H -31.874 -3.762 1.814  C105 1.080
7 H -29.539 -4.750 10.624  N144 1.010
8 C -27.846 1.169 7.313  C135 1.411, H223 1.080, C224 1.404
9 H -22.680 -1.859 7.662  C91 1.080
10 H -36.840 -3.581 8.395  N119 1.010
11 O -27.097 -1.818 9.475  C67 1.410, H162 0.960
12 C -28.549 -4.843 6.168  C114 1.273, O127 1.340, C216 1.385
13 O -25.346 -1.184 4.376  C86 1.168
14 C -27.948 -1.261 13.023  H80 1.080, C112 1.455, C220 1.402
15 H -33.804 -6.457 4.901  N146 1.010
16 C -23.502 -6.712 6.867  N74 1.281, N108 1.269, O143 1.227
17 H -36.604 -3.536 4.092  N100 1.010
18 H -28.454 -10.897 2.874  N116 1.010
19 H -24.454 -13.178 7.838  C72 1.080
20 H -25.449 -6.876 11.500  N98 1.010
21 C -30.838 -3.380 6.495  O57 1.347, C63 1.348, C195 1.407
22 C -29.503 -12.221 3.906  O30 1.199, N95 1.344, N116 1.313
23 H -31.475 3.424 13.274  C139 1.080
24 N -34.019 -6.176 7.212  H111 1.010, C163 1.346, H211 1.010
25 C -30.477 -8.001 7.175  O93 1.250, N168 1.323, N209 1.299
26 C -28.788 1.430 5.099  C79 1.351, O89 1.330, C135 1.409
27 H -24.491 -6.006 1.712  N82 1.010
28 H -26.544 -3.809 4.912  N141 1.010
29 C -20.505 -4.932 8.598  H39 1.080, C58 1.405, C153 1.368
30 O -29.695 -12.701 4.988  C22 1.199
31 H -22.177 -5.637 9.666  C58 1.080
32 H -33.593 0.494 -3.503  O1 0.960
33 H -30.815 1.643 2.624  N55 1.010
34 H -28.998 -9.030 8.217  N168 1.010
35 H -25.728 -11.985 5.949  C60 1.080
36 N -34.129 -0.016 5.657  H3 1.010, C65 1.321, H219 1.010
37 C -20.729 -2.815 7.489  C91 1.401, H149 1.080, C153 1.352
38 C -32.601 1.833 1.900  N41 1.263, N55 1.308, O132 1.216
39 H -19.818 -5.669 8.987  C29 1.080
40 H -27.150 -7.070 11.883  N98 1.010
41 N -33.697 1.217 1.779  C38 1.263, H128 1.010, H189 1.010
42 H -27.124 -4.593 13.119  C148 1.080
43 C -29.496 -8.373 1.878  N77 1.381, O110 1.259, N180 1.315
44 H -27.251 -2.158 2.290  C161 1.080
45 H -34.747 -6.342 1.833  N121 1.010
46 H -27.827 -5.044 0.153  O131 0.960
47 H -21.678 -7.081 7.506  N74 1.010
48 H -37.768 -2.153 8.042  N119 1.010
49 C -33.846 -3.138 -0.555  C192 1.410, C196 1.344, O222 1.395
50 H -32.071 0.047 10.842  C172 1.080
51 H -23.596 -7.108 2.910  N215 1.010
52 H -35.034 -5.958 3.514  N121 1.010
53 H -25.683 -10.209 10.541  C102 1.080
54 O -23.936 -3.878 9.039  C120 1.353, H214 0.960
55 N -31.683 1.137 2.520  H33 1.010, C38 1.308, H154 1.010
56 H -18.402 -4.949 7.359  O96 0.960
57 O -31.894 -2.563 6.675  C21 1.347, H218 0.960
58 C -21.811 -4.795 9.097  C29 1.405, H31 1.080, C120 1.390
59 C -32.967 -0.980 -0.657  C75 1.409, H194 1.080, C196 1.372
60 C -25.477 -11.553 6.907  H35 1.080, C72 1.383, C160 1.384
61 H -25.301 -3.608 3.677  N141 1.010
62 H -30.561 -3.739 12.255  N210 1.010
63 C -29.775 -3.175 7.299  C21 1.348, C114 1.458, H133 1.080
64 C -30.589 -2.258 2.761  C105 1.407, C126 1.375, O158 1.390
65 C -33.487 1.132 5.544  N36 1.321, N117 1.357, O184 1.200
66 N -34.944 -2.534 9.263  H71 1.010, H94 1.010, C179 1.297
67 C -27.256 -2.066 10.854  O11 1.410, C188 1.388, C220 1.426
68 N -35.647 -7.192 8.276  H70 1.010, H81 1.010, C163 1.292
69 H -28.412 -2.233 15.340  O177 0.960
70 H -36.505 -7.061 8.793  N68 1.010
71 H -35.244 -3.499 9.251  N66 1.010
72 C -24.949 -12.230 7.990  H19 1.080, C60 1.383, C207 1.402
73 H -26.269 -8.739 6.146  O200 0.960
74 N -22.659 -7.271 7.653  C16 1.281, H47 1.010, H138 1.010
75 C -33.517 -0.772 -1.937  O1 1.373, C59 1.409, C198 1.393
76 H -35.184 -3.650 -2.224  C192 1.080
77 N -29.424 -8.215 3.248  C43 1.381, H140 1.010, H147 1.010
78 O -26.731 -7.073 3.527  C118 1.238
79 C -27.604 1.907 4.657  C4 1.381, C26 1.351, H115 1.080
80 H -28.258 -0.507 13.732  C14 1.080
81 H -34.872 -7.652 8.732  N68 1.010
82 N -25.411 -5.910 2.117  H27 1.010, C118 1.287, H155 1.010
83 O -30.293 1.223 12.154  H165 0.960, C193 1.343
84 C -33.359 2.954 12.830  C139 1.317, H186 1.080, C204 1.420
85 C -33.868 1.199 11.247  C172 1.426, H181 1.080, C204 1.356
86 C -25.767 -2.137 4.904  O13 1.168, N141 1.261, N156 1.261
87 H -27.771 0.078 11.475  C220 1.080
88 H -32.312 -3.793 12.077  N210 1.010
89 O -29.782 1.502 4.217  H5 0.960, C26 1.330
90 O -33.974 -3.735 5.444  C109 1.185
91 C -22.049 -2.689 7.943  H9 1.080, C37 1.401, C120 1.431
92 H -29.625 -5.948 4.646  C216 1.080
93 O -31.482 -8.134 6.442  C25 1.250
94 H -34.074 -2.181 9.637  N66 1.010
95 N -29.830 -12.807 2.742  C22 1.344, H182 1.010, H197 1.010
96 O -18.747 -4.053 7.365  H56 0.960, C153 1.369
97 C -33.531 -7.209 3.141  N121 1.280, N146 1.287, O190 1.234
98 N -26.418 -6.873 11.216  H20 1.010, H40 1.010, C217 1.268
99 H -25.629 2.377 4.977  C4 1.080
100 N -35.916 -3.937 4.713  H17 1.010, C109 1.282, H152 1.010
101 C -25.985 -9.705 8.437  C102 1.392, C160 1.392, H171 1.080
102 C -25.570 -10.494 9.506  H53 1.080, C101 1.392, C207 1.376
103 H -29.110 -1.108 3.760  C126 1.080
104 H -26.813 -4.204 10.814  C188 1.080
105 C -30.871 -3.440 2.051  H6 1.080, C64 1.407, C151 1.391
106 O -28.082 -6.939 9.714  C217 1.253
107 H -28.289 -10.882 4.605  N116 1.010
108 N -23.150 -5.611 6.343  C16 1.269, H169 1.010, H170 1.010
109 C -34.756 -3.398 4.620  O90 1.185, N100 1.282, N124 1.324
110 O -28.775 -7.707 1.089  C43 1.259
111 H -33.433 -6.957 7.472  N24 1.010
112 C -27.867 -2.627 13.517  C14 1.455, C148 1.389, O177 1.369
113 H -35.987 2.314 11.304  O122 0.960
114 C -28.554 -3.937 7.062  C12 1.273, C63 1.458, H185 1.080
115 H -27.424 2.304 3.668  C79 1.080
116 N -28.841 -11.094 3.786  H18 1.010, C22 1.313, H107 1.010
117 N -34.370 2.159 5.448  C65 1.357, H123 1.010, H130 1.010
118 C -25.635 -6.795 3.023  O78 1.238, N82 1.287, N215 1.304
119 N -36.935 -2.576 8.426  H10 1.010, H48 1.010, C179 1.332
120 C -22.624 -3.722 8.750  O54 1.353, C58 1.390, C91 1.431
121 N -34.507 -6.451 2.808  H45 1.010, H52 1.010, C97 1.280
122 O -35.597 2.667 12.106  H113 0.960, C204 1.392
123 H -33.852 2.939 5.071  N117 1.010
124 N -34.591 -2.511 3.651  H2 1.010, C109 1.324, H167 1.010
125 O -32.408 -5.787 11.003  C174 1.178
126 C -29.297 -1.855 3.002  C64 1.375, H103 1.080, C161 1.439
127 O -27.333 -5.346 5.913  C12 1.340, H136 0.960
128 H -34.107 1.501 0.901  N41 1.010
129 H -26.429 -1.268 6.461  N156 1.010
130 H -35.353 2.225 5.671  N117 1.010
131 O -27.537 -4.368 0.769  H46 0.960, C164 1.359
132 O -32.503 3.002 1.581  C38 1.216
133 H -29.787 -2.561 8.187  C63 1.080
134 H -34.464 -5.068 -0.375  O222 0.960
135 C -28.975 1.148 6.467  C8 1.411, C26 1.409, H159 1.080
136 H -27.501 -6.023 5.254  O127 0.960
137 H -30.487 -10.052 2.195  N180 1.010
138 H -22.984 -8.066 8.184  N74 1.010
139 C -32.070 2.701 12.737  H23 1.080, C84 1.317, C193 1.340
140 H -30.075 -8.423 3.991  N77 1.010
141 N -25.716 -3.350 4.561  H28 1.010, H61 1.010, C86 1.261
142 O -24.301 -12.389 10.284  C207 1.371, H212 0.960
143 O -24.663 -7.103 6.800  C16 1.227
144 N -30.357 -5.330 10.505  H7 1.010, C174 1.289, H175 1.010
145 O -25.538 1.376 7.600  H201 0.960, C224 1.365
146 N -33.339 -7.210 4.414  H15 1.010, C97 1.287, H206 1.010
147 H -28.521 -7.856 3.526  N77 1.010
148 C -27.418 -3.648 12.687  H42 1.080, C112 1.389, C188 1.371
149 H -20.237 -2.182 6.765  C37 1.080
150 H -26.105 -6.323 8.230  N213 1.010
151 C -29.829 -4.192 1.517  C105 1.391, C164 1.405, H178 1.080
152 H -36.169 -4.513 5.504  N100 1.010
153 C -19.995 -3.874 7.896  C29 1.368, C37 1.352, O96 1.369
154 H -31.926 0.183 2.743  N55 1.010
155 H -26.151 -5.345 1.725  N82 1.010
156 N -26.314 -2.179 6.040  C86 1.261, H129 1.010, H221 1.010
157 H -30.282 -9.382 0.515  N180 1.010
158 O -31.679 -1.528 3.219  C64 1.390, H183 0.960
159 H -29.947 0.856 6.836  C135 1.080
160 C -26.019 -10.310 7.184  C60 1.384, C101 1.392, O200 1.396
161 C -28.241 -2.585 2.352  H44 1.080, C126 1.439, C164 1.461
162 H -26.886 -0.905 9.263  O11 0.960
163 C -35.321 -6.171 7.555  N24 1.346, N68 1.292, O208 1.245
164 C -28.491 -3.762 1.524  O131 1.359, C151 1.405, C161 1.461
165 H -29.680 1.919 12.402  O83 0.960
166 O -35.994 -0.543 8.764  C179 1.266
167 H -35.426 -2.179 3.189  N124 1.010
168 N -29.616 -8.976 7.419  C25 1.323, H34 1.010, H187 1.010
169 H -22.263 -5.159 6.516  N108 1.010
170 H -23.829 -5.107 5.791  N108 1.010
171 H -26.278 -8.666 8.455  C101 1.080
172 C -32.497 0.850 11.424  H50 1.080, C85 1.426, C193 1.389
173 H -29.501 -6.615 8.405  N209 1.010
174 C -31.439 -5.140 11.180  O125 1.178, N144 1.289, N210 1.276
175 H -30.265 -6.248 10.094  N144 1.010
176 H -31.088 -6.294 7.784  N209 1.010
177 O -28.281 -2.994 14.769  H69 0.960, C112 1.369
178 H -29.899 -5.121 0.971  C151 1.080
179 C -35.931 -1.806 8.841  N66 1.297, N119 1.332, O166 1.266
180 N -30.342 -9.314 1.521  C43 1.315, H137 1.010, H157 1.010
181 H -34.481 0.751 10.478  C85 1.080
182 H -29.563 -12.362 1.875  N95 1.010
183 H -31.310 -1.166 4.028  O158 0.960
184 O -32.289 1.181 5.489  C65 1.200
185 H -27.645 -3.904 7.644  C114 1.080
186 H -33.552 3.830 13.431  C84 1.080
187 H -29.876 -9.864 7.016  N168 1.010
188 C -27.171 -3.351 11.372  C67 1.388, H104 1.080, C148 1.371
189 H -33.779 0.322 2.240  N41 1.010
190 O -32.997 -8.008 2.367  C97 1.234
191 H -34.809 -1.704 -3.362  C198 1.080
192 C -34.442 -2.975 -1.823  C49 1.410, H76 1.080, C198 1.313
193 C -31.567 1.643 12.085  O83 1.343, C139 1.340, C172 1.389
194 H -32.444 -0.220 -0.095  C59 1.080
195 C -30.806 -4.307 5.438  C21 1.407, H202 1.080, C216 1.439
196 C -33.177 -2.139 0.047  C49 1.344, C59 1.372, H203 1.080
197 H -30.301 -13.699 2.691  N95 1.010
198 C -34.353 -1.793 -2.387  C75 1.393, H191 1.080, C192 1.313
199 H -25.055 -5.939 9.512  N213 1.010
200 O -26.587 -9.643 6.096  H73 0.960, C160 1.396
201 H -24.958 2.111 7.389  O145 0.960
202 H -31.751 -4.509 4.956  C195 1.080
203 H -32.896 -2.132 1.090  C196 1.080
204 C -34.281 2.217 12.041  C84 1.420, C85 1.356, O122 1.392
205 H -24.532 -8.031 4.056  N215 1.010
206 H -32.703 -7.898 4.792  N146 1.010
207 C -24.921 -11.687 9.282  C72 1.402, C102 1.376, O142 1.371
208 O -36.132 -5.293 7.207  C163 1.245
209 N -30.270 -6.886 7.809  C25 1.299, H173 1.010, H176 1.010
210 N -31.385 -3.989 11.727  H62 1.010, H88 1.010, C174 1.276
211 H -33.531 -5.352 6.894  N24 1.010
212 H -23.395 -12.150 10.077  O142 0.960
213 N -25.981 -6.224 9.228  H150 1.010, H199 1.010, C217 1.330
214 H -24.452 -3.242 8.537  O54 0.960
215 N -24.488 -7.337 3.324  H51 1.010, C118 1.304, H205 1.010
216 C -29.628 -5.128 5.349  C12 1.385, H92 1.080, C195 1.439
217 C -26.887 -6.756 10.043  N98 1.268, O106 1.253, N213 1.330
218 H -32.760 -2.944 6.512  O57 0.960
219 H -33.519 -0.819 5.702  N36 1.010
220 C -27.628 -0.971 11.689  C14 1.402, C67 1.426, H87 1.080
221 H -26.474 -2.981 6.632  N156 1.010
222 O -33.911 -4.399 0.036  C49 1.395, H134 0.960
223 H -27.982 0.979 8.367  C8 1.080
224 C -26.613 1.586 6.786  C4 1.372, C8 1.404, O145 1.365

---

[3]
The following is a DFT calculation (the ωB97M-V functional and the def2-TZVPD basis) of 4 unconnected molecules or ions with the total composition CH11NO4 in a non-equilibrium geometry.

## Properties
SMILES: NCO.O.O.O
LUMO energy: 0.472 eV
E_HOMO: -10.33 eV
Orbital gap: 10.799 eV
ΔE to the lowest compared entry with this formula, charge and spin: 43.82 kcal/mol

Last columns: bonded neighbours and bond lengths (Å).
Element x y z (Å)
1 H 3.199 -0.569 -0.754  C16 1.138
2 H -0.158 -0.598 1.048  O7 0.916
3 H -0.353 2.976 3.291  O15 1.001
4 H -3.697 -1.561 -0.336  O13 1.003
5 N 1.231 0.021 -0.399  H9 1.051, H12 1.043, C16 1.489
6 H -1.821 3.162 2.594  O15 1.010
7 O -0.840 -0.846 1.608  H2 0.916, H11 0.985
8 H -2.311 -2.287 -0.008  O13 1.052
9 H 0.514 0.641 -0.854  N5 1.051
10 O 1.688 -1.015 -2.513  H14 0.999, C16 1.499
11 H -1.625 -0.908 1.017  O7 0.985
12 H 1.666 0.683 0.279  N5 1.043
13 O -2.717 -1.466 -0.527  H4 1.003, H8 1.052
14 H 0.980 -1.355 -1.896  O10 0.999
15 O -0.840 3.390 2.521  H3 1.001, H6 1.010
16 C 2.312 -0.245 -1.388  H1 1.138, N5 1.489, O10 1.499, H17 1.154
17 H 2.777 0.640 -1.964  C16 1.154